No. 1
94
Properties=species:S:1:pos:R:3:forces:R:3:lowdin_charge:R:1 method="wB97M-V/def2-TZVPD" gap_ha=0.31368 smiles="C[C@@H](O)Cc1c(-c2cccnc2)c(C(F)(F)C(F)F)c(OC#N)c2nc(CC(N)(N)N)c(CCOC=O)nc12.CCOS(C)(=O)=O.CCOS(C)(=O)=O" e_lumo_ev=-0.811 charge=0
S 7.374957 -6.849186 -6.104680 0.1 -0.2 0.1 0.569
S 2.621610 -3.623250 -1.804244 -0.2 0.2 -0.1 0.560
F -1.419364 -2.017893 2.699218 0.0 -0.1 -0.1 0.129
F -0.220191 -1.988230 4.832232 -0.1 0.0 0.0 0.103
F 0.353447 -1.465011 1.617176 0.2 0.0 -0.1 0.110
F 0.475800 0.052853 4.542066 0.1 0.1 0.0 0.085
O 6.958018 -8.358973 -5.853526 0.1 0.0 0.0 -0.262
O -6.987666 5.416299 -1.890354 0.1 0.2 0.4 0.084
O 2.320810 -3.066489 -3.257008 -0.1 -0.1 0.0 -0.263
O 2.584379 -5.053481 -1.817263 0.1 0.0 0.1 -0.277
O -3.047300 -0.333444 3.575387 0.0 -0.1 0.0 0.075
O 7.960313 -6.719707 -7.402785 0.0 0.1 0.0 -0.271
O -0.452839 6.043466 0.888099 0.0 -0.1 0.0 -0.046
O -5.446577 6.317799 -0.508225 -0.4 0.6 0.2 -0.023
O 6.277464 -6.006325 -5.734832 0.0 0.1 -0.1 -0.279
O 3.773069 -2.950149 -1.280135 0.1 -0.1 0.0 -0.285
N -4.983489 3.509538 5.398770 -0.2 0.3 0.3 0.084
N -4.797165 -1.566036 2.375456 0.5 0.2 0.3 0.184
N -7.277229 4.001004 5.345479 0.1 0.0 0.1 0.078
N -2.812350 3.971193 1.526518 0.0 -0.2 0.0 0.229
N -4.188840 2.029246 2.992033 0.1 -0.1 -0.1 0.219
N -6.694681 1.777763 4.957402 0.0 0.0 0.2 0.078
N 2.501116 0.651844 -0.715956 -0.1 0.0 0.5 0.094
C 1.542588 5.065708 1.843047 -0.1 0.2 0.2 -0.044
C -0.454432 -1.072826 2.635872 -0.3 -0.1 0.2 -0.373
C 0.380068 -1.162130 3.955347 0.0 -0.4 -0.1 -0.277
C 8.638677 -6.758734 -4.886431 0.0 0.0 0.1 -0.119
C -6.139206 3.364941 3.213013 0.2 -0.4 -0.2 -0.055
C -2.232613 2.778218 1.815859 0.1 -0.1 0.0 -0.126
C 3.394174 -3.095722 -4.229127 0.3 0.0 -0.3 -0.241
C 0.063872 4.882031 1.549065 0.1 0.4 -0.2 -0.413
C -4.026879 4.164343 1.944227 0.0 0.4 0.1 -0.179
C 5.731634 -8.828438 -6.461230 -0.4 -0.1 -0.2 -0.245
C 3.517076 0.586458 0.145392 0.3 0.0 -0.2 -0.134
C -2.308336 0.576828 2.796994 -0.4 -0.1 0.2 -0.103
C -6.332341 6.349815 -1.514376 -0.4 -0.5 -0.4 -0.344
C -5.716870 5.336845 0.504358 0.4 -0.5 -0.1 -0.157
C 3.672544 -4.480510 -4.771137 -0.2 -0.1 0.2 -0.079
C -4.652260 5.486023 1.605451 -0.6 -0.2 -0.1 -0.074
C 1.309974 0.879864 -0.170563 -0.2 0.0 -0.3 -0.113
C -0.906017 2.526551 1.384779 0.2 0.2 -0.1 -0.074
C -0.190510 3.641104 0.668016 -0.2 0.0 0.1 -0.072
C -0.331832 1.308805 1.651449 0.2 -0.2 0.1 -0.044
C -1.058272 0.290223 2.359960 0.5 0.1 -0.3 0.029
C 5.862366 -9.062159 -7.951775 0.2 0.1 0.0 -0.073
C 3.396788 0.770712 1.512616 0.0 -0.1 0.0 -0.043
C -3.951892 -0.994103 2.917400 -0.6 0.0 -0.1 -0.333
C 1.170281 -3.011238 -1.024915 0.0 0.0 0.0 -0.121
C -4.739292 3.173130 2.707249 -0.1 0.0 -0.1 -0.186
C -6.254691 3.149637 4.753461 -0.2 -0.1 -0.2 -0.662
C -2.929294 1.812366 2.537634 -0.2 0.1 0.1 -0.105
C 2.146685 1.018243 2.053579 0.0 0.0 -0.2 -0.016
C 1.066024 1.070699 1.186164 0.0 -0.2 0.1 -0.188
H 1.368928 -1.562138 3.728721 0.1 0.2 0.0 0.170
H 5.512564 -9.760944 -5.946036 0.1 0.0 0.1 0.122
H 4.060935 -5.140907 -3.998539 0.0 0.0 0.0 0.070
H -7.023767 1.677587 5.909982 0.1 0.0 0.1 0.074
H 4.274244 0.702990 2.138725 0.0 0.0 0.0 0.106
H -6.728828 5.474564 0.882111 -0.1 0.1 0.0 0.126
H 1.707422 6.042604 2.300748 0.0 0.0 0.1 0.083
H 4.928199 -8.127353 -6.231031 0.1 0.1 0.0 0.114
H 0.466819 0.923038 -0.852432 0.0 0.0 -0.1 0.133
H 2.757031 -4.928056 -5.160174 0.0 0.0 0.0 0.087
H -6.577885 4.309923 2.908970 0.2 0.2 0.1 0.094
H 4.947080 -9.516562 -8.331527 0.0 0.0 0.0 0.082
H 0.302017 -3.389554 -1.557518 0.0 0.0 0.0 0.080
H 1.179050 -3.385003 -0.003811 0.0 0.0 0.0 0.071
H 6.702349 -9.723228 -8.163899 0.0 0.0 0.0 0.085
H 4.286260 -2.650185 -3.786721 0.0 0.0 0.1 0.115
H -6.426433 7.339006 -1.975018 0.5 0.1 0.1 0.144
H 1.201266 -1.924831 -1.035533 0.0 0.0 0.0 0.050
H -0.479978 4.809798 2.491082 -0.1 -0.1 0.0 0.135
H 9.369519 -7.537582 -5.085087 0.0 0.0 0.0 0.076
H -5.674260 4.339362 0.067375 0.0 0.0 -0.1 0.132
H -6.730287 2.576336 2.746208 -0.2 0.1 0.0 0.129
H -0.824131 3.970606 -0.153498 0.0 0.1 0.0 0.130
H -8.028234 4.179599 4.693126 -0.1 -0.1 0.0 0.078
H 1.904259 4.316255 2.545773 0.1 -0.1 -0.1 0.081
H 6.030542 -8.130576 -8.489203 0.0 0.0 0.0 0.071
H 3.058244 -2.433786 -5.024504 -0.1 0.0 0.1 0.121
H 2.015413 1.160666 3.116412 0.0 0.1 0.1 0.115
H 9.096334 -5.776863 -4.983191 0.0 0.0 0.0 0.077
H 0.276626 6.634095 0.686428 0.0 0.0 0.0 0.078
H -6.875433 4.891592 5.608861 0.0 0.1 -0.2 0.074
H 8.190552 -6.877412 -3.904108 0.0 0.0 0.0 0.077
H 4.491522 0.373805 -0.274826 0.0 0.0 -0.1 0.109
H 4.410851 -4.427759 -5.568029 0.0 0.1 0.0 0.064
H 2.128439 5.021919 0.924363 0.1 -0.1 0.0 0.089
H -5.202760 3.858273 6.326377 0.1 -0.1 0.1 0.072
H -5.936429 1.124648 4.795990 0.0 0.0 -0.2 0.062
H -5.134623 5.891283 2.493528 0.2 0.2 0.1 0.118
H -3.882475 6.162824 1.249882 0.1 0.0 0.1 0.125
H 0.751041 3.298834 0.249664 0.0 0.0 0.0 0.103
H -4.433288 2.673624 5.548188 0.1 0.0 -0.2 0.070

---

No. 2
87
Properties=species:S:1:pos:R:3:forces:R:3:mulliken_spin:R:1 method="wB97M-V/def2-TZVPD" multiplicity=3 gap_ha="0.14464 / 0.23065" e_lumo_ev="4.328 / 4.327" charge=-2
Ti 1.179771 1.296312 -1.696952 0.1 0.2 -0.5 0.967
S 0.078217 0.978458 0.624693 0.3 0.2 -0.2 -0.011
Si -0.763434 -0.764567 1.256230 -0.1 -0.1 0.0 0.034
F 0.147953 -1.163617 -4.613667 0.0 0.0 0.0 0.001
F 7.063111 2.880725 0.392647 -0.2 0.0 -0.1 0.000
F 0.088853 -1.600283 -2.495597 -0.1 0.0 0.1 -0.001
F 2.302686 -1.193291 -1.076688 0.0 -0.1 0.1 -0.008
F 3.014986 -2.901991 -2.197626 0.0 -0.1 0.0 0.000
F 0.953128 -3.020632 -3.878426 0.0 -0.2 0.0 0.000
F 4.181723 -1.086996 -2.137532 0.0 -0.1 0.0 0.001
O -1.273977 -0.589503 2.836857 -0.2 -0.2 0.1 -0.009
O -2.046097 -1.221096 0.328170 0.1 0.1 -0.1 0.018
O 0.175945 -2.125353 1.334488 -0.1 -0.1 -0.1 -0.009
O 2.035991 0.354399 -3.304017 -0.3 -0.3 0.7 -0.011
O -0.596498 1.265162 -2.714024 0.0 -0.1 0.0 0.064
O 0.908465 3.175090 -1.579496 -0.4 0.2 0.1 0.079
C 0.667722 -3.037728 3.489162 0.1 -0.1 0.1 0.000
C -2.990050 -3.038136 1.626708 -0.1 -0.2 0.0 0.000
C -3.115916 0.972775 2.436410 -0.1 0.0 0.1 -0.007
C 2.046895 -3.547634 1.469233 0.0 0.0 0.0 0.000
C -1.209880 1.501505 3.979745 0.0 0.1 0.0 0.000
C -1.557464 2.137467 -2.738395 0.3 0.0 0.1 0.140
C 4.849161 2.164489 0.901704 0.0 0.0 -0.1 0.001
C 2.202544 -0.988601 -3.442981 0.2 0.3 -0.5 -0.001
C -1.463632 3.375308 -1.990717 0.0 0.2 0.1 -0.113
C -2.060699 -3.409333 -0.665804 0.0 -0.1 0.0 0.000
C -2.717598 1.893064 -3.476338 -0.2 0.0 0.0 -0.032
C -2.619909 4.191464 -1.931832 -0.1 0.0 -0.1 0.277
C -3.819458 2.750101 -3.430757 0.0 -0.1 0.0 0.193
C -2.787539 -2.428329 0.243039 0.1 0.1 0.1 0.004
C 2.133744 -1.265477 2.486565 0.2 0.0 0.1 0.004
C -0.263756 3.780991 -1.362504 0.1 -0.4 -0.3 0.425
C -2.846905 -0.295414 4.566817 0.0 0.0 0.1 0.000
C 5.803724 2.495835 -0.032868 0.1 0.0 0.0 0.005
C 3.033838 -1.308295 -4.690914 0.1 0.0 -0.1 -0.001
C -3.779983 3.890229 -2.637509 0.1 0.0 0.1 -0.128
C 1.251264 -2.473432 2.197210 -0.1 0.2 0.0 -0.001
C 3.587477 1.773441 0.441176 0.0 0.0 0.1 0.003
C 5.541666 2.451323 -1.385640 0.0 0.0 0.1 0.000
C 0.836250 -1.698286 -3.595978 -0.2 0.2 -0.1 0.007
C 2.927975 -1.550340 -2.210412 0.1 0.0 0.1 0.005
C 3.233806 1.695429 -0.914885 0.3 0.0 0.3 -0.008
C 4.269029 2.050131 -1.794272 0.0 0.0 -0.1 0.006
C -2.109454 0.400317 3.430390 0.2 0.0 -0.2 0.004
C -0.210077 4.953502 -0.444400 0.0 0.2 0.1 -0.010
C -4.127703 -2.038721 -0.366930 -0.1 0.0 0.0 0.000
H -2.614557 -4.350836 -0.731369 0.0 0.0 0.0 0.000
H -3.480902 -1.092413 4.177961 0.0 0.0 0.0 0.000
H -3.730403 0.178273 2.012913 0.0 0.0 0.0 0.000
H -1.063518 -3.613160 -0.277688 0.0 0.0 0.0 0.000
H -0.625881 1.935580 3.169940 0.0 0.0 -0.1 0.002
H -1.797847 2.291072 4.455227 0.0 0.0 0.0 0.000
H 4.085694 2.002394 -2.866832 0.0 0.0 0.0 -0.003
H 2.892246 -3.878639 2.076783 0.0 0.0 0.0 0.000
H -4.713750 2.508563 -3.997494 0.0 0.0 0.0 0.029
H -0.422166 5.900373 -0.960807 0.0 0.0 0.0 0.013
H 2.508046 -0.825394 1.563028 0.0 0.0 0.0 0.001
H -4.663883 -1.363302 0.301259 0.0 0.0 0.0 0.000
H 1.468187 -3.249103 4.203892 0.0 0.0 0.0 0.000
H -2.040604 -3.356894 2.055821 0.0 0.0 0.0 0.000
H 2.843311 1.527622 1.196450 0.0 0.0 -0.1 -0.002
H 3.976548 -0.770177 -4.616157 0.0 0.0 0.0 0.000
H -3.437619 -2.308804 2.299976 0.0 0.0 0.0 0.000
H 1.584077 -0.487992 3.018159 -0.1 0.0 0.0 0.001
H -0.030116 -2.330503 3.935140 0.0 0.1 0.0 0.000
H -2.623905 1.485153 1.610992 0.1 0.0 0.0 0.008
H -3.655052 -3.904552 1.555648 0.0 0.0 0.0 0.000
H 6.317778 2.719547 -2.093552 0.0 0.0 0.0 0.000
H 2.423294 -3.162760 0.524986 0.0 0.0 -0.1 0.000
H 5.086152 2.210483 1.958478 0.0 0.0 0.0 0.000
H 1.407786 -4.407510 1.260593 0.0 0.0 0.0 0.000
H -2.589307 5.095987 -1.336205 0.0 0.0 0.0 0.046
H -4.638836 4.549928 -2.572873 0.0 0.0 0.0 -0.005
H -0.938119 4.870400 0.369700 0.0 0.0 0.0 0.018
H -3.476577 0.410352 5.112693 0.0 0.0 0.0 0.000
H -3.771086 1.682185 2.950629 0.0 0.0 0.0 0.000
H 2.497974 -0.933949 -5.560154 -0.1 0.0 0.0 0.000
H -0.521123 1.082306 4.716745 0.0 0.0 0.0 0.000
H 0.787433 5.015084 -0.012086 0.0 0.0 0.0 0.009
H -2.128465 -0.735413 5.261081 0.0 0.0 0.0 0.000
H -1.957586 -2.990897 -1.663500 0.0 0.1 -0.1 0.000
H 2.982066 -1.576033 3.103617 0.0 0.0 0.0 0.000
H 0.131719 -3.966593 3.284870 0.0 0.0 0.0 0.000
H -3.960223 -1.520584 -1.310257 0.0 0.0 0.0 0.000
H -4.751897 -2.918316 -0.548435 0.0 0.0 0.0 0.000
H -2.743496 0.971787 -4.047202 0.0 0.0 0.0 -0.005
H 3.228713 -2.373732 -4.816048 0.0 0.0 0.0 0.000

---

No. 3
86
Properties=species:S:1:pos:R:3:forces:R:3:lowdin_charge:R:1 method="wB97M-V/def2-TZVPD" gap_ha=0.28035 e_lumo_ev=-6.336 charge=+2
Sb -0.416789 -1.469361 0.442733 0.1 -0.9 0.3 1.545
Zr -0.259164 1.507818 -0.527280 0.7 0.9 1.4 1.526
Ge 1.611996 1.449497 -3.484035 0.3 -0.2 -0.1 0.761
F -3.062306 -1.136459 -1.636340 0.0 0.1 0.0 0.156
F 0.828033 -6.716371 -2.593555 0.0 0.0 0.0 0.105
F -1.921655 1.715448 -3.055599 0.1 0.0 0.0 0.021
F -5.762444 -3.618717 2.801346 0.0 0.0 0.0 0.107
F -0.988996 -0.264330 -2.756444 0.0 0.1 -0.1 -0.028
F -3.345881 0.667470 -0.459050 -0.1 0.0 0.1 0.082
F 3.354773 -2.714709 5.263124 0.0 0.0 0.0 0.108
F -4.039224 0.590144 -2.507965 0.1 -0.1 0.1 0.201
N -1.802799 3.357249 -0.624005 0.3 0.0 0.0 -0.039
N 2.017818 1.092568 -0.000487 0.1 0.3 0.1 -0.058
N -1.443551 1.470148 1.633458 0.1 0.0 -0.1 -0.062
N 0.556276 3.300609 1.054538 0.0 0.1 -0.1 -0.225
C 0.587096 -5.574957 -1.952759 0.0 0.0 0.0 -0.266
C -2.803560 -1.620335 2.439378 -0.1 0.0 0.0 -0.159
C 3.085424 -1.999756 3.056481 0.0 0.1 -0.1 0.016
C -3.987436 -2.113024 2.968928 0.0 0.1 0.0 0.018
C -2.949586 -3.168812 0.606360 0.0 0.0 0.0 -0.102
C -1.491329 4.481504 0.305979 -0.1 0.0 -0.1 -0.179
C 2.538966 -2.424901 4.253554 0.0 0.0 0.0 -0.270
C 3.388135 2.170514 -3.836135 0.0 0.2 0.0 -0.213
C -1.665152 0.752568 -2.104742 -1.2 -0.3 -0.9 -0.489
C -0.106266 -3.299177 -2.002497 0.0 -0.1 0.0 -0.124
C 0.140639 3.080722 2.475401 0.0 0.0 -0.1 -0.143
C 2.041038 3.332604 0.974115 -0.1 -0.1 0.1 -0.171
C -2.268355 -2.144738 1.261109 0.1 0.2 0.0 -0.372
C -4.631843 -3.133197 2.295520 0.0 0.0 0.0 -0.265
C -0.435317 1.699366 2.695017 -0.1 0.0 -0.1 -0.197
C 1.176707 -2.578275 4.422361 -0.1 0.0 0.0 0.027
C 1.994437 -0.360292 -2.750982 0.0 0.0 -0.1 -0.222
C 0.799905 -5.521923 -0.586415 0.0 0.0 0.1 0.023
C 0.328885 -2.273706 3.363933 0.0 0.1 0.0 -0.101
C 2.606567 1.934956 1.080609 -0.1 0.0 -0.1 -0.169
C 0.132810 -4.488625 -2.676103 0.0 0.1 0.0 0.020
C 2.224947 -1.700894 2.010945 -0.1 -0.1 0.0 -0.145
C -4.137321 -3.667630 1.120716 0.0 0.0 -0.1 0.033
C 0.107841 -3.217808 -0.626449 -0.1 0.3 -0.2 -0.384
C -0.002164 4.582288 0.545897 0.0 0.0 0.0 -0.170
C 0.837083 -1.813457 2.148840 0.1 0.1 -0.1 -0.392
C 0.555395 -4.332175 0.080464 0.0 0.0 0.0 -0.097
C 0.738577 2.653334 -2.130196 -0.1 -0.2 0.1 -0.429
C -3.064316 0.191833 -1.711312 0.1 0.0 -0.2 -0.584
C 0.600345 1.326596 -5.132410 -0.1 0.1 0.0 -0.198
H 3.961528 1.430454 -4.399248 0.0 0.1 0.0 0.036
H -0.863074 1.633179 3.695507 0.0 0.0 0.0 0.139
H -0.614298 3.821310 2.738326 0.0 0.0 0.0 0.127
H -4.406831 -1.729307 3.890361 0.0 0.0 0.0 0.132
H 1.540148 3.330174 -1.820938 0.0 0.0 0.0 -0.008
H 1.149104 -6.403036 -0.062633 0.0 0.0 0.0 0.134
H -1.944194 0.600653 1.799235 -0.1 -0.1 -0.1 0.028
H 1.861573 -1.065163 -3.575221 0.0 0.0 0.1 0.043
H 1.352621 -0.718593 -1.945068 0.0 0.0 0.0 -0.052
H 0.325113 0.921624 2.619084 0.0 -0.1 0.0 0.088
H 0.981778 3.246976 3.147877 0.0 0.0 0.0 0.139
H 0.790999 -2.944933 5.364907 0.0 0.0 0.0 0.135
H -1.689358 3.686223 -1.578407 0.0 0.0 -0.1 0.090
H 2.374543 1.478031 2.040503 0.0 -0.1 0.0 0.111
H 3.690885 1.972736 0.993998 0.1 0.0 0.0 0.140
H -0.169735 0.560059 -5.090509 0.0 0.0 0.0 0.019
H -2.560622 -3.591108 -0.312231 0.0 0.0 0.0 0.104
H 4.160884 -1.933584 2.949244 0.0 0.0 0.0 0.133
H 2.676330 -1.465904 1.053178 0.0 0.0 -0.1 0.091
H -0.734726 -2.422232 3.500824 0.1 0.0 0.0 0.089
H 0.045310 3.259647 -2.718666 0.0 0.0 -0.1 0.005
H 0.202799 5.400006 1.242505 0.0 0.0 0.0 0.148
H 2.329495 3.773405 0.023405 0.0 0.0 -0.1 0.114
H -0.031339 -4.582761 -3.742529 0.0 0.0 0.1 0.133
H -2.035696 4.322450 1.236113 0.0 0.0 0.0 0.112
H -0.464459 -2.445979 -2.562621 0.0 0.0 0.0 0.083
H 3.326667 3.082612 -4.433749 0.0 -0.1 0.1 0.035
H -1.842883 5.429854 -0.096951 -0.1 0.0 0.0 0.139
H -2.289188 -0.851087 3.008290 0.0 0.0 0.0 0.088
H 3.938462 2.400917 -2.919191 0.0 0.0 0.0 0.018
H -2.164087 2.183019 1.711851 0.0 0.0 0.0 0.098
H 1.298458 1.086009 -5.936272 0.0 0.0 0.0 0.037
H -4.680550 -4.459806 0.622365 0.0 0.0 0.0 0.136
H 2.326351 0.135495 0.114218 0.0 -0.2 0.1 0.046
H 3.038365 -0.429317 -2.432877 0.0 0.0 0.0 0.033
H -2.788904 3.120733 -0.548936 0.0 -0.1 0.0 0.109
H 0.716983 -4.287275 1.151409 0.0 0.0 0.0 0.104
H 0.494893 4.817003 -0.392928 0.1 0.0 0.0 0.118
H 2.439600 1.382384 -0.880638 0.1 0.0 -0.1 0.051
H 0.134126 2.285506 -5.361888 0.0 0.0 0.0 0.034
H 2.454688 3.966019 1.762253 0.0 0.0 0.0 0.144

---

Ordered M results: 799.823 738.658 895.264; unit g mol⁻¹.
Ordered E results: -95219.6950 -104921.1302 -123796.7455; unit eV.